78
Properties=species:S:1:pos:R:3:forces:R:3 method="wB97M-V/def2-TZVPD" e_lumo_ev=1.597 homo_lumo_gap_ev=6.75 total_energy_ha=-4000.52083 relative_energy_kcal_mol=23.95 total_charge=-1
Pd 0.147487 -0.613845 0.270005 -0.681 -0.022 0.901
O 2.454478 0.434824 0.561539 0.072 -0.095 -0.097
S 2.930944 -0.527133 -0.505066 0.911 0.970 0.170
C 3.095165 0.434441 -2.069137 -0.238 -0.187 -0.086
C 1.859985 1.266427 -2.434427 0.039 0.001 0.166
C 1.941909 2.756903 -2.078953 -0.085 -0.038 0.029
C 2.209513 3.084151 -0.615322 0.046 -0.260 0.012
S 0.785268 2.778909 0.494041 -0.142 0.139 -0.201
O -0.143980 1.779801 -0.137724 0.130 0.270 0.055
C -0.037423 4.350556 0.185993 -0.027 0.007 0.015
C 0.453913 5.520959 0.749974 0.054 -0.019 0.035
C -0.209454 6.716723 0.525846 -0.013 0.015 -0.031
C -1.361493 6.737284 -0.252942 -0.009 -0.053 0.003
C -1.848969 5.561077 -0.805719 0.041 0.051 0.032
C -1.189039 4.358330 -0.582003 -0.039 0.004 -0.022
C 4.714230 -0.567594 -0.231728 -0.016 -0.323 -0.032
C 5.259046 0.201349 0.781803 0.014 0.032 0.004
C 6.634591 0.183310 0.981253 -0.002 -0.056 -0.041
C 7.445428 -0.610011 0.180320 -0.034 0.053 0.027
C 6.882264 -1.399463 -0.815362 0.017 -0.016 -0.004
C 5.511488 -1.389114 -1.019928 -0.111 -0.021 -0.031
H 3.234947 -0.371359 -2.794879 0.069 0.087 -0.042
H 4.006538 1.031350 -2.013980 -0.015 0.017 0.016
H 0.975833 0.826640 -1.985600 -0.046 -0.027 -0.009
H 1.714183 1.192931 -3.513761 0.012 -0.013 -0.005
H 1.007545 3.236000 -2.387449 0.027 0.005 -0.043
H 2.739400 3.221717 -2.666706 0.019 0.034 0.019
H 2.456503 4.136100 -0.468855 0.008 0.010 -0.028
H 3.009342 2.466034 -0.209232 -0.026 0.052 0.009
H 1.348282 5.496185 1.365207 -0.048 0.011 -0.011
H 0.167506 7.634149 0.960239 -0.005 -0.024 0.009
H -1.884812 7.670658 -0.417652 0.017 -0.009 -0.013
H -2.746695 5.578414 -1.410922 0.010 -0.015 0.021
H -1.554986 3.422940 -0.987052 0.015 0.021 0.019
H 4.600197 0.794089 1.403878 0.006 -0.005 -0.019
H 7.070296 0.782467 1.771235 -0.002 -0.007 -0.012
H 8.516696 -0.621818 0.337645 -0.013 -0.010 0.007
H 7.513446 -2.033817 -1.424827 -0.016 0.004 -0.001
H 5.050631 -2.018919 -1.774453 0.050 0.004 0.027
Cl -0.848858 -3.024475 3.436652 -0.026 -0.009 0.034
C -1.798147 -1.573988 3.281213 0.072 -0.068 0.006
C -3.135455 -1.632634 3.635927 -0.085 -0.027 0.059
C -3.926461 -0.499974 3.535923 0.065 -0.007 -0.025
C -3.361397 0.687513 3.089481 0.004 0.072 -0.019
C -2.024252 0.725651 2.731002 0.015 0.112 0.012
C -1.204834 -0.408456 2.789121 0.017 0.024 0.336
C 0.185767 -0.337907 2.319964 -0.279 -0.144 -1.635
H -3.559534 -2.568110 3.975859 0.048 -0.007 -0.029
H -4.973965 -0.550143 3.802064 0.014 -0.006 -0.016
H -3.964412 1.584715 3.015938 0.015 -0.019 -0.001
H -1.583283 1.650169 2.371354 -0.027 -0.012 0.000
H 0.842007 -1.141610 2.629519 0.045 -0.004 0.216
H 0.634713 0.647747 2.399108 0.036 0.023 0.187
N -2.200390 -0.443884 -0.299419 -0.036 -0.200 0.182
C -3.006417 -1.641529 -0.377435 0.003 0.128 -0.087
C -2.632765 -2.762428 0.352432 0.066 0.002 -0.004
C -3.429132 -3.896279 0.346091 -0.023 0.034 -0.071
C -4.587091 -3.932589 -0.423361 -0.110 0.069 0.013
C -4.932184 -2.834403 -1.197498 0.084 -0.039 0.043
C -4.146941 -1.686260 -1.167167 -0.013 -0.047 -0.023
S -5.655261 -5.379763 -0.361302 0.079 0.008 -0.033
O -6.016695 -5.466596 1.046264 -0.013 -0.022 0.026
O -4.808790 -6.468194 -0.827268 0.018 -0.013 0.011
O -6.760668 -5.051530 -1.249284 -0.027 0.004 -0.022
H -2.329894 0.125644 -1.125832 0.065 0.060 0.006
H -2.458122 0.103066 0.514365 -0.125 0.072 -0.070
H -1.699342 -2.739825 0.902473 -0.046 -0.050 -0.031
H -3.156704 -4.769282 0.927599 0.005 0.029 -0.003
H -5.828052 -2.896428 -1.802341 0.016 0.027 0.030
H -4.425992 -0.815890 -1.754342 -0.014 -0.012 0.025
C -0.352679 -3.951185 -1.955154 -0.081 0.104 0.016
S 0.833809 -2.731882 -1.450037 0.299 -0.491 -0.150
O 0.326212 -1.410759 -1.922109 0.145 -0.107 0.503
O 2.104164 -3.093415 -2.051725 -0.108 0.042 -0.050
O 0.860524 -2.763539 0.034199 -0.052 -0.048 -0.263
H 0.002580 -4.402358 -2.877886 -0.038 0.028 -0.003
H -1.313026 -3.459702 -2.098319 -0.008 -0.079 0.054
H -0.429239 -4.691124 -1.161341 0.010 -0.012 -0.071